No. 1
45
Properties=species:S:1:pos:R:3 method="wB97M-V/def2-TZVPD" orbital_gap_ev=8.803 total_charge=0 multiplicity=1 molar_mass_g_mol=279.4 smiles=COc1ccc(OC[C@H](O)CN2CCCCCC2)cc1 e_above_lowest_kcal_mol=56.0 e_tot_ev=-24629.387 lumo_energy_ev=0.83
O -0.53 1.36 -0.10
O 1.28 3.40 0.22
O -5.38 -1.23 0.38
N 2.85 0.16 -0.59
C -2.68 0.93 -0.90
C 0.49 1.20 0.87
C 4.14 0.20 0.08
C 3.65 -2.69 -0.17
C -1.98 -0.19 1.10
C -1.70 0.69 0.06
C 1.67 2.06 0.42
C 4.18 -0.68 1.34
C -3.92 0.31 -0.83
C -6.41 -1.01 -0.55
C 2.83 -0.78 -1.69
C 3.44 -2.01 1.18
C 2.29 1.46 -0.86
C 2.64 -2.22 -1.22
C -4.20 -0.57 0.21
C -3.21 -0.81 1.17
H -1.25 -0.41 1.86
H 1.63 -2.33 -0.81
H 5.23 -0.87 1.58
H 3.76 -2.68 1.98
H 0.49 3.38 -0.33
H -6.72 0.04 -0.56
H -2.46 1.62 -1.70
H 0.82 0.16 0.92
H -4.65 0.53 -1.59
H 3.51 -3.77 -0.04
H 4.93 -0.13 -0.61
H 2.71 -2.87 -2.10
H 1.49 1.36 -1.59
H 4.38 1.22 0.37
H 2.37 -1.84 1.32
H 2.42 2.08 1.22
H 2.00 -0.53 -2.35
H -6.12 -1.32 -1.56
H 3.74 -0.14 2.18
H -3.44 -1.50 1.97
H -7.24 -1.63 -0.21
H 0.13 1.53 1.85
H 4.67 -2.53 -0.52
H 3.03 2.17 -1.26
H 3.76 -0.71 -2.29

---

No. 2
20
Properties=species:S:1:pos:R:3 method="wB97M-V/def2-TZVPD" orbital_gap_ev=10.158 total_charge=0 multiplicity=1 molar_mass_g_mol=175.2 e_above_lowest_kcal_mol=126.9 e_tot_ev=-24830.301 lumo_energy_ev=0.74
S 0.51 0.15 -1.29
O -1.23 -0.10 -1.39
O 0.88 0.96 -2.43
O -2.77 -0.49 0.32
N 1.33 -1.08 -0.91
C 0.53 1.05 0.33
C -2.64 0.84 0.65
C -1.64 0.09 -0.13
C -1.74 0.82 1.86
C 1.89 -1.94 -1.98
C -0.62 0.18 0.98
H 2.45 -2.58 -1.24
H -2.15 0.22 2.67
H 1.10 -2.53 -2.38
H -1.44 1.94 2.21
H -3.49 1.46 0.32
H -0.23 -0.81 1.48
H 1.50 0.85 0.65
H 0.31 2.07 0.22
H 2.43 -1.49 -2.84

---

No. 3
17
Properties=species:S:1:pos:R:3 method="wB97M-V/def2-TZVPD" orbital_gap_ev=10.689 total_charge=+1 multiplicity=1 molar_mass_g_mol=167.1 smiles=Cc1nc(C(F)(F)F)o[n+]1C e_above_lowest_kcal_mol=55.1 e_tot_ev=-18453.010 lumo_energy_ev=-5.30
F 3.41 -0.57 -1.27
F 3.22 1.24 -0.06
F 3.60 -0.54 1.00
O 0.79 0.84 -0.55
N -0.49 0.52 -0.36
N 0.68 -1.17 0.44
C -1.82 -1.29 0.68
C -1.53 1.42 -0.69
C 3.03 -0.08 -0.12
C -0.56 -0.67 0.34
C 1.51 -0.24 0.07
H -2.79 -0.92 0.29
H -1.63 2.25 -0.05
H -1.83 -2.38 0.89
H -2.41 0.79 -0.60
H -1.74 -0.94 1.71
H -1.46 1.74 -1.73

---

No. 4
14
Properties=species:S:1:pos:R:3 method="wB97M-V/def2-TZVPD" orbital_gap_ev=8.617 total_charge=0 multiplicity=1 molar_mass_g_mol=110.1 e_above_lowest_kcal_mol=242.3 e_tot_ev=-10195.433 lumo_energy_ev=-0.53
N 1.68 2.01 -0.13
N 1.22 -0.86 -0.08
N -1.10 -0.39 0.02
N -2.07 0.55 0.48
C 0.23 -0.14 0.12
C 0.72 1.24 -0.17
C 2.68 -0.44 0.10
C -3.34 0.30 -0.18
H -1.40 -1.41 -0.71
H 3.07 0.73 -0.39
H 2.95 -0.52 1.47
H 3.05 -1.46 -0.20
H -3.93 1.21 0.60
H -3.75 -0.82 -0.94

---

No. 5
74
Properties=species:S:1:pos:R:3 method="wB97M-V/def2-TZVPD" orbital_gap_ev="8.305 / 8.757" total_charge=+2 multiplicity=2 molar_mass_g_mol=484.5 e_above_lowest_kcal_mol=0.0 e_tot_ev=-66543.785 lumo_energy_ev="-7.21 / -6.79"
Ti 0.12 -0.08 0.21
P 0.20 2.00 1.71
O 0.46 -2.06 0.25
O 2.02 -0.61 0.72
N -3.02 0.61 0.01
N 0.93 0.06 -1.84
N -1.94 -0.09 -0.42
C -0.89 1.49 3.10
C -2.45 -1.15 -1.09
C -0.82 2.37 4.37
C 1.86 2.49 2.31
C -2.36 0.60 5.28
C -0.77 4.88 -1.12
C -0.44 4.79 1.65
C 2.28 -0.61 -2.02
C 1.66 -1.64 0.03
C -1.23 1.57 5.62
C 2.44 1.44 3.30
C 4.43 2.99 3.13
C -0.71 0.00 3.43
C 3.98 1.56 3.38
C 0.09 6.00 -0.51
C -3.84 -1.11 -1.08
C 2.85 2.69 1.16
C -0.34 3.52 -0.58
C -4.16 0.03 -0.37
C -0.65 3.44 0.94
C 0.58 5.66 0.91
C -1.88 -0.49 4.31
C 4.11 3.40 1.68
C 2.36 -1.94 -1.25
H -2.76 0.15 6.18
H 3.92 3.66 3.84
H -1.83 5.03 -0.86
H 2.18 0.43 2.97
H 3.41 -2.19 -1.08
H 1.73 3.44 2.83
H 4.96 3.15 1.04
H 1.54 5.13 0.86
H -0.14 4.65 2.69
H 0.27 -0.33 -2.52
H 0.77 6.57 1.47
H -1.80 -1.89 -1.51
H -3.18 1.17 4.83
H 1.02 1.04 -2.11
H 2.48 -0.76 -3.07
H -2.70 -0.83 3.68
H -0.71 4.90 -2.20
H -1.39 5.32 1.68
H -0.67 -0.62 2.52
H -1.71 3.18 1.04
H -0.86 2.71 -1.10
H 0.73 3.39 -0.76
H -2.90 1.48 0.50
H 4.44 0.90 2.64
H -0.49 6.92 -0.49
H 5.50 3.09 3.33
H -4.52 -1.82 -1.52
H 3.11 1.71 0.75
H 0.95 6.20 -1.15
H -5.12 0.46 -0.12
H 1.87 -2.76 -1.76
H -1.49 3.22 4.24
H -1.54 -1.37 4.87
H -0.37 1.00 6.00
H -1.89 1.60 2.67
H 0.18 2.78 4.51
H 4.31 1.20 4.36
H 0.24 -0.16 3.94
H 3.98 4.48 1.62
H 2.00 1.58 4.29
H 3.02 0.08 -1.62
H -1.52 2.26 6.41
H 2.43 3.27 0.34

---

No. 6
11
Properties=species:S:1:pos:R:3 method="wB97M-V/def2-TZVPD" orbital_gap_ev=8.533 total_charge=0 multiplicity=1 molar_mass_g_mol=91.1 smiles=OC#CO.NO e_above_lowest_kcal_mol=165.0 e_tot_ev=-9781.032 lumo_energy_ev=0.42
O -1.31 0.80 -2.41
O 0.87 -1.41 -0.69
O 0.42 0.60 1.01
N -0.11 0.20 2.30
C -0.42 0.64 -1.42
C 0.19 -0.27 -0.79
H -0.16 1.33 0.69
H 0.70 -0.26 2.72
H -0.79 -0.54 2.09
H 1.78 -1.25 -0.38
H -1.16 0.16 -3.13

---

No. 7
34
Properties=species:S:1:pos:R:3 method="wB97M-V/def2-TZVPD" orbital_gap_ev="5.756 / 5.472" total_charge=+2 multiplicity=2 molar_mass_g_mol=649.0 e_above_lowest_kcal_mol=0.0 e_tot_ev=-80464.391 lumo_energy_ev="-9.26 / -9.53"
Yb -1.04 -1.54 0.15
I -2.04 -2.62 -2.37
I 0.54 1.42 -3.80
P 1.71 -1.00 -0.42
P -1.59 1.26 -0.05
O 0.51 0.12 3.73
O 1.07 1.64 -0.58
N -0.72 -1.43 2.37
C 1.42 -2.70 0.13
C -2.99 0.33 0.62
C 0.42 0.63 -0.38
C -0.10 -0.65 3.05
C 2.45 -1.24 -2.04
C -2.31 2.03 -1.50
C -1.24 2.54 1.17
C 2.96 -0.34 0.70
H 2.42 -3.15 0.10
H -1.60 2.73 -1.96
H -3.21 2.56 -1.14
H 2.79 -0.29 -2.46
H -3.42 -0.40 -0.10
H 2.47 -0.11 1.65
H 3.76 -1.06 0.89
H 3.39 0.57 0.28
H 1.75 -1.70 -2.74
H 1.04 -2.82 1.16
H 3.31 -1.92 -1.87
H -2.15 3.00 1.54
H 0.78 -3.29 -0.58
H -2.81 -0.17 1.60
H -3.75 1.11 0.80
H -2.60 1.29 -2.25
H -0.60 3.31 0.71
H -0.70 2.08 2.00

---

No. 8
96
Properties=species:S:1:pos:R:3 method="wB97M-V/def2-TZVPD" orbital_gap_ev=2.911 total_charge=+2 multiplicity=1 molar_mass_g_mol=1160.8 e_above_lowest_kcal_mol=31.0 e_tot_ev=-159827.744 lumo_energy_ev=-6.66
Ta -19.71 -7.50 -9.87
Cl -20.65 -10.72 -10.23
Cl -22.80 -7.92 -14.55
Cl -15.86 -4.63 -8.66
Cl -13.01 -8.30 -11.49
S -19.01 -5.28 -12.86
S -20.22 -3.74 -15.01
S -20.84 -7.75 -12.08
S -22.54 -2.41 -16.29
F -18.22 -13.18 -7.98
O -18.10 -6.38 -9.39
O -22.69 -6.49 -7.43
O -19.25 -8.50 -8.27
O -21.53 -7.60 -9.09
N -21.53 -4.18 -12.79
N -18.14 -8.49 -11.16
N -20.35 -5.40 -10.00
N -22.34 -3.38 -13.64
N -19.99 -14.26 -6.09
N -20.00 -5.20 -8.64
N -21.51 -9.73 -5.00
N -20.53 -17.10 -5.86
C -23.18 -10.83 -3.40
C -25.36 -3.30 -11.51
C -24.04 -3.55 -11.92
C -19.69 -10.11 -6.64
C -20.06 -8.90 -7.29
C -15.76 -6.05 -9.61
C -21.31 -14.72 -5.70
C -17.04 -9.79 -12.79
C -21.92 -11.77 -12.29
C -23.20 -9.43 -3.11
C -21.86 -3.11 -14.90
C -25.75 -1.94 -13.50
C -21.63 -9.34 -12.49
C -18.67 -10.96 -7.21
C -22.45 -9.35 -13.63
C -26.22 -2.55 -12.30
C -18.81 -12.31 -7.08
C -21.48 -10.56 -11.77
C -23.59 -2.95 -13.14
C -21.80 -8.48 -5.62
C -22.98 -10.55 -14.08
C -14.52 -6.45 -10.19
C -22.67 -11.77 -13.48
C -18.93 -15.23 -5.93
C -24.40 -2.01 -13.80
C -21.92 -7.37 -7.80
C -20.57 -12.00 -5.42
C -16.91 -6.83 -9.89
C -15.79 -9.28 -12.42
C -20.35 -4.44 -13.38
C -19.25 -16.62 -6.46
C -14.51 -7.63 -10.97
C -19.77 -12.88 -6.17
C -20.58 -10.62 -5.63
C -21.22 -8.21 -6.82
C -18.22 -9.36 -12.17
C -16.92 -7.95 -10.78
C -21.63 -16.13 -6.09
C -21.90 -10.01 -3.68
C -15.70 -8.29 -11.42
H -23.11 -9.08 -2.07
H -20.78 -18.04 -6.21
H -25.73 -3.74 -10.60
H -23.59 -10.50 -15.02
H -19.32 -16.62 -7.56
H -18.02 -14.88 -6.49
H -19.19 -9.69 -12.51
H -17.87 -10.55 -7.80
H -17.10 -10.54 -13.56
H -23.31 -4.20 -11.39
H -20.78 -4.85 -8.08
H -22.65 -7.90 -5.24
H -27.24 -2.42 -12.00
H -13.62 -5.87 -10.07
H -18.45 -17.29 -6.18
H -22.08 -14.10 -6.16
H -26.41 -1.27 -14.09
H -21.15 -10.21 -2.90
H -21.47 -14.54 -4.60
H -22.48 -16.52 -5.52
H -23.70 -8.80 -3.86
H -19.70 -4.91 -10.66
H -23.97 -1.46 -14.62
H -23.00 -11.48 -2.54
H -21.33 -5.23 -10.25
H -23.17 -12.68 -13.80
H -18.61 -15.36 -4.88
H -19.17 -4.64 -8.49
H -21.71 -12.71 -11.75
H -21.87 -16.22 -7.19
H -21.20 -12.53 -4.72
H -23.63 -11.13 -4.36
H -14.92 -9.66 -12.91
H -20.39 -17.23 -4.83

---

No. 9
70
Properties=species:S:1:pos:R:3 method="wB97M-V/def2-TZVPD" orbital_gap_ev="7.107 / 8.633" total_charge=+2 multiplicity=7 molar_mass_g_mol=619.6 e_above_lowest_kcal_mol=0.0 e_tot_ev=-61100.012 lumo_energy_ev="-6.51 / -5.00"
Eu 0.30 0.37 -0.33
O -0.10 -0.48 -2.53
O 1.96 2.06 -1.16
O 0.76 1.31 2.04
O -0.20 2.79 0.15
O 2.77 0.38 0.83
N 1.52 -1.84 -0.60
N -2.28 0.85 -1.19
C -4.47 -0.06 -1.41
C 0.00 2.43 2.57
C 2.59 -1.99 -1.42
C -5.02 1.22 -1.44
C 3.34 2.01 -0.73
C -0.90 2.90 1.45
C -0.31 -1.26 1.31
C -2.52 -1.60 -1.47
C -0.44 -3.62 2.00
C 1.70 0.72 3.01
C 2.86 -4.24 -0.78
C 1.12 -2.88 0.16
C 0.09 -2.60 1.20
C 3.26 -3.16 -1.61
C -1.20 -0.75 -3.46
C 1.41 3.37 -1.40
C -3.12 -0.25 -1.32
C 3.49 1.62 0.69
C -4.17 2.31 -1.42
C 0.72 3.82 -0.15
C -2.08 -1.88 -2.95
C 2.62 -0.13 2.15
C 1.78 -4.10 0.05
C -1.25 -1.03 2.30
C -1.82 -2.00 3.13
C -2.81 2.06 -1.25
C -1.42 -3.30 2.95
H 4.52 1.52 0.99
H -6.10 1.33 -1.51
H 1.45 3.86 0.65
H 1.18 0.19 3.82
H 2.19 1.56 3.46
H 2.96 2.33 1.34
H 2.09 -1.07 2.04
H -0.22 -4.67 1.85
H -5.08 -0.92 -1.40
H 1.48 -4.91 0.70
H -3.01 -1.96 -3.54
H -3.22 -2.36 -1.18
H 3.82 1.33 -1.40
H 3.37 -5.20 -0.86
H 0.74 3.27 -2.25
H 3.77 2.98 -0.86
H 3.59 -0.28 2.63
H -0.83 -1.01 -4.44
H 0.19 4.78 -0.25
H 2.85 -1.08 -1.99
H -2.12 2.86 -1.16
H -1.69 -1.77 -0.82
H -1.69 -0.02 2.42
H -1.76 0.22 -3.51
H -1.82 -4.04 3.67
H -2.57 -1.75 3.89
H -4.60 3.30 -1.48
H 2.19 4.12 -1.62
H -1.54 -2.81 -2.99
H 0.52 -1.21 -2.64
H 4.12 -3.17 -2.29
H 0.65 3.21 2.97
H -1.76 2.24 1.34
H -1.22 3.89 1.56
H -0.61 2.16 3.45

---

No. 10
118
Properties=species:S:1:pos:R:3 method="wB97M-V/def2-TZVPD" orbital_gap_ev=6.785 total_charge=0 multiplicity=1 molar_mass_g_mol=2463.4 e_tot_ev=-1734151.477 lumo_energy_ev=-0.59
Br -9.55 6.70 -5.82
Br 8.44 -7.87 1.12
Br 5.89 -4.48 -3.38
Br -2.96 -4.56 -3.57
Br 4.99 -1.95 4.65
Br 7.32 -4.36 1.35
Br -1.27 5.18 -0.39
Br -4.91 6.07 -0.66
Br 2.45 -9.63 1.63
Br -10.07 5.83 -0.05
Br 5.38 -5.73 4.10
Br -5.63 7.29 -4.07
Br 4.61 0.02 9.20
Br -8.65 3.67 -3.92
Br 2.16 -4.60 2.70
Br -9.07 9.33 -0.68
Br 1.61 -0.94 3.56
Br 0.42 -3.15 -3.13
Br -8.02 -0.01 -3.01
Br -11.55 -0.46 -4.00
Br 4.59 -6.99 0.18
Br -2.15 8.22 -2.30
Br 5.86 -1.62 -1.05
Br 6.68 1.62 6.59
S -1.08 -2.28 0.22
O 3.71 3.69 0.56
O 1.87 4.02 -1.12
N 0.54 -2.58 0.64
N -1.24 -0.60 -0.14
N 4.67 0.86 0.69
C 3.26 0.54 0.50
C 4.71 -8.93 0.02
C 1.20 -1.28 0.50
C 9.12 -5.09 1.22
C -6.57 6.77 -1.41
C -9.18 3.86 -5.79
C 7.30 -2.30 -2.18
C -10.69 -0.75 -2.27
C -6.77 6.30 -2.83
C 2.44 -0.83 5.32
C 3.77 -2.06 1.26
C -0.83 -2.94 -4.61
C 6.52 0.43 9.19
C 6.77 -2.75 -3.52
C 0.66 1.27 -0.16
C -9.65 0.31 -1.99
C -1.20 6.61 -2.87
C -8.59 5.10 -6.40
C -2.25 -2.82 -4.11
C 2.16 1.60 0.04
C 6.79 1.76 8.53
C 2.74 -0.91 0.74
C 3.90 -0.44 5.22
C 9.17 -6.27 0.28
C -10.85 8.54 -0.57
C -10.92 7.49 0.52
C -1.79 5.37 -2.26
C 3.34 -9.55 -0.10
C 2.63 -6.30 3.52
C 3.56 -6.10 4.70
C 0.14 -0.19 0.04
B 2.59 3.17 -0.20
H 5.29 -9.10 -0.89
H 3.98 -2.85 0.47
H 7.81 2.09 8.74
H -0.53 -2.02 -5.11
H 9.44 -5.33 2.24
H 1.68 -6.73 3.85
H -0.05 2.11 -0.46
H 5.28 -9.29 0.88
H -8.80 2.97 -6.28
H -11.50 -0.70 -1.54
H -1.30 6.59 -3.96
H -7.36 6.38 -0.77
H 9.74 -4.27 0.84
H -8.70 5.08 -7.49
H -11.95 7.22 0.73
H 7.02 -0.40 8.71
H -2.35 -2.16 -3.25
H -2.88 5.35 -2.28
H -2.91 -2.48 -4.90
H 10.21 -6.53 0.04
H 8.62 -6.11 -0.64
H -7.54 5.25 -6.15
H 5.01 1.58 0.02
H 6.10 2.54 8.84
H 1.87 -0.07 5.85
H -9.99 1.32 -2.24
H 5.29 0.04 0.51
H -0.15 6.76 -2.61
H 3.26 -5.28 5.35
H -0.68 -3.79 -5.28
H 2.29 -1.80 5.81
H -1.41 4.48 -2.75
H -10.27 3.84 -5.81
H 4.29 -0.16 6.20
H -6.54 5.25 -2.97
H 4.08 0.37 4.51
H -10.28 -1.76 -2.29
H -6.53 7.85 -1.32
H 3.42 -10.59 -0.42
H -11.52 9.37 -0.34
H 1.54 4.79 -0.59
H 7.80 -3.09 -1.62
H 3.63 -7.02 5.29
H -9.35 0.28 -0.95
H 2.68 -9.02 -0.78
H 3.06 -6.93 2.74
H -10.43 7.80 1.44
H 7.60 -2.91 -4.22
H 6.05 -2.06 -3.96
H 7.98 -1.46 -2.30
H 3.62 3.34 1.48
H -11.09 8.15 -1.56
H 4.72 -1.58 1.70
H 6.80 0.46 10.25
H -7.79 6.50 -3.17
H 3.24 -2.55 2.17